No. 1
C22H88O22 | wB97M-V/def2-TZVPD

Values from the calculation:
* maximum force: 2.67 eV/A
* LUMO energy: 0.2 eV
* calculated total energy: -69277.5663 eV
* HOMO: -9.485 eV

Geometry as ORCA input:
```
! RIJCOSX wB97M-V def2-TZVPD def2/J DEFGRID3
* xyz 0 1
C 15.22712 9.12232 18.73460
O 14.00638 8.42721 18.97014
H 15.66753 8.67482 17.83862
H 15.10800 10.19862 18.57062
H 15.92294 8.99165 19.58026
H 14.22378 7.71986 19.57026
C 12.79701 11.83017 18.94960
O 12.95763 13.15197 18.51031
H 13.10448 11.15483 18.13462
H 13.47398 11.63858 19.79049
H 11.78510 11.59630 19.24360
H 13.75366 13.13229 17.96569
C 9.55462 7.34071 14.51818
O 9.36977 8.61211 13.94661
H 8.72066 6.97929 15.14269
H 9.69780 6.65757 13.65520
H 10.48553 7.27268 15.11328
H 8.49989 8.51545 13.49779
C 8.17529 11.70269 12.85718
O 8.98456 12.59885 13.46615
H 7.47520 12.21875 12.20160
H 8.71123 10.93704 12.25126
H 7.57244 11.20024 13.62937
H 9.62631 12.12693 14.04759
C 10.10181 15.60912 16.07283
O 9.77061 16.90136 16.52702
H 10.81311 15.70207 15.24135
H 10.64446 15.07920 16.86020
H 9.23308 15.03348 15.75043
H 10.59466 17.32931 16.74008
C 13.36864 6.97038 14.77428
O 14.60759 6.70735 14.14397
H 12.55974 6.40822 14.28982
H 13.44852 6.66927 15.81417
H 13.12684 8.03801 14.69559
H 14.41867 6.77019 13.20871
C 16.19371 11.74178 10.73443
O 16.01992 10.32690 11.04424
H 17.08711 11.82796 10.09184
H 15.31752 12.12767 10.20520
H 16.35161 12.31203 11.64783
H 15.31025 10.38908 11.71072
C 6.96079 11.12054 16.21743
O 6.56320 11.03534 17.60543
H 6.74449 12.13230 15.83828
H 8.02109 10.87050 16.11422
H 6.39860 10.39901 15.60522
H 7.36996 10.79940 18.09352
C 11.48091 10.71611 15.85662
O 10.67598 10.92644 14.71730
H 12.50215 10.45450 15.54919
H 11.49776 11.63772 16.45876
H 11.04247 9.92003 16.46272
H 10.28560 10.05760 14.47454
C 10.64661 7.35290 18.35083
O 11.06545 8.64099 18.73220
H 11.17543 7.18452 17.40136
H 11.03209 6.56285 18.99956
H 9.56976 7.28793 18.21790
H 12.02141 8.71758 18.85158
C 12.40560 9.15984 21.91024
O 11.95100 9.29533 23.24049
H 12.47160 10.10959 21.38149
H 13.39032 8.66315 21.90024
H 11.68053 8.51686 21.40064
H 11.22896 9.92881 23.26074
C 6.71924 6.82328 11.88225
O 7.11455 8.16623 12.15184
H 6.86927 6.18146 12.73921
H 5.67732 6.82985 11.57531
H 7.31552 6.44966 11.04254
H 6.74032 8.78466 11.52596
C 8.72924 10.56934 20.39364
O 8.90400 10.22338 19.02820
H 9.40906 9.99978 21.03238
H 8.96552 11.63138 20.52324
H 7.68236 10.38779 20.67134
H 9.75739 9.74581 18.99650
C 14.20859 13.28934 15.29089
O 14.91886 13.26960 16.56919
H 14.24804 12.31259 14.80144
H 13.16446 13.56052 15.48311
H 14.67246 14.03670 14.65852
H 15.37765 12.43186 16.48828
C 8.11197 15.89212 12.66648
O 9.03941 15.03430 12.01489
H 7.17717 15.35098 12.92472
H 8.57344 16.32734 13.58165
H 7.87082 16.68750 11.96527
H 9.12813 14.22974 12.55247
C 11.99937 13.58909 12.24403
O 13.20215 12.96852 11.78236
H 12.23018 14.38212 12.96568
H 11.52280 14.05392 11.38262
H 11.30100 12.85910 12.65366
H 13.82761 13.67680 11.59268
C 12.85792 14.72987 21.74619
O 11.85234 14.54168 20.79500
H 13.29084 13.76029 22.05883
H 13.64330 15.42709 21.40149
H 12.42217 15.20661 22.62102
H 12.35414 14.24329 20.03309
C 12.70351 9.63543 12.05259
O 13.68423 10.47916 12.68730
H 11.69644 9.85312 12.44815
H 12.71536 9.80141 10.95734
H 12.93851 8.58241 12.24978
H 13.52443 11.40648 12.40469
C 9.68328 12.45866 9.32386
O 9.36221 11.34563 8.47938
H 10.55763 12.24702 9.93206
H 9.80820 13.35712 8.71835
H 8.81967 12.59207 9.98223
H 10.17404 11.15668 7.98564
C 16.46528 9.60989 14.60434
O 16.70250 8.47558 15.41344
H 16.97358 10.49179 14.95821
H 16.82064 9.41091 13.59346
H 15.40156 9.84200 14.53784
H 16.03530 7.90187 14.99945
C 13.47823 16.67175 16.75454
O 12.55030 17.64997 17.08980
H 13.80585 16.78939 15.73184
H 14.37096 16.72819 17.38961
H 13.04074 15.68451 16.87835
H 12.72711 18.49433 16.67681
C 10.60533 7.10543 9.86881
O 11.96228 6.66013 9.96901
H 10.02792 6.77974 10.73935
H 10.49372 8.17761 9.78159
H 10.14682 6.65459 8.98551
H 12.44181 7.05601 9.24516
*
```

No. 2
C23H10BrF5N2OReS | wB97M-V/def2-TZVPD

Values from the calculation:
* maximum force: 1.04 eV/A
* LUMO energy (alpha / beta): -4.7 / -4.7 eV
* calculated total energy: -125628.4392 eV
* HOMO (alpha / beta): -11.449 / -11.446 eV

Geometry as ORCA input:
```
! RIJCOSX wB97M-V def2-TZVPD def2/J DEFGRID3
* xyz 1 1
Re -0.65475 0.34969 -0.91337
Br -4.57705 -5.76794 -1.02194
C -3.49186 -4.26936 -1.36370
C -3.49824 -3.69227 -2.64422
C -2.70953 -2.60497 -2.92315
C -1.91001 -2.02991 -1.92473
O -1.14493 -0.99111 -2.25251
C -1.89736 -2.61007 -0.62592
C -0.97883 -2.21625 0.39903
N -0.32308 -1.08617 0.39964
C 0.87138 -0.90595 1.16322
C 1.10518 -1.37719 2.42115
C 2.37129 -1.16942 3.01268
C 3.36711 -0.51740 2.34313
C 3.14023 -0.00854 1.04002
C 4.10925 0.66953 0.26647
C 3.78634 1.12098 -0.98262
C 2.47894 0.93893 -1.46463
N 1.54754 0.31836 -0.76965
C 1.87368 -0.18521 0.46287
C -2.68932 -3.75587 -0.38212
H -4.12662 -4.11820 -3.41449
H -2.69532 -2.16160 -3.90870
H -0.72832 -2.94556 1.16292
H 0.33659 -1.90041 2.97453
H 2.54496 -1.54317 4.01179
H 4.33643 -0.37554 2.80216
H 5.10151 0.82416 0.67044
H 4.50862 1.63499 -1.59943
H 2.18505 1.32818 -2.43058
H -2.66230 -4.21864 0.59573
F -1.28388 1.72779 2.07724
C -0.81126 2.64878 1.21381
C -0.50931 2.29198 -0.09196
C -0.02431 3.31111 -0.88720
F 0.26583 3.00735 -2.18403
C 0.17837 4.60839 -0.45921
F 0.65232 5.54421 -1.27095
C -0.12032 4.91364 0.86298
F 0.07077 6.14247 1.31879
C -0.61116 3.92845 1.70673
F -0.88160 4.22451 2.97284
S -3.97830 0.46033 0.04917
C -2.52375 0.45694 -0.41222
*
```

No. 3
C23H11ClI2MnN4O5S2 | wB97M-V/def2-TZVPD

Values from the calculation:
* maximum force: 0.87 eV/A
* LUMO energy (alpha / beta): 2.9 / 2.9 eV
* calculated total energy: -121947.2138 eV
* HOMO (alpha / beta): -1.806 / -1.782 eV

Geometry as ORCA input:
```
! RIJCOSX wB97M-V def2-TZVPD def2/J DEFGRID3
* xyz -2 2
Mn 0.07992 0.32737 -0.28632
O 4.99813 -2.86746 -1.78464
C 4.12061 -2.07554 -1.50481
C 3.14100 -1.45998 -2.47932
O 3.10477 -1.65744 -3.68504
C 2.25040 -0.64181 -1.65847
C 2.65875 -0.65809 -0.29824
O 2.00165 -0.01002 0.58080
C 3.75759 -1.60448 -0.11441
O 4.26106 -1.98362 0.93395
O 1.19828 -0.00880 -2.00362
S -3.96164 -6.15436 -0.96442
N -3.89362 -4.86089 -1.94804
C -3.01359 -4.03136 -1.42545
C -2.66525 -2.72699 -1.95327
C -3.20526 -2.18565 -3.11653
C -2.78962 -0.93981 -3.52526
C -1.87337 -0.24849 -2.73225
N -1.38099 -0.73815 -1.61020
C -1.72775 -1.97478 -1.23672
C -1.05123 -2.50938 -0.06768
N -0.09131 -1.74367 0.45915
C 0.55030 -2.17078 1.53348
C 0.27961 -3.40536 2.12882
C -0.68862 -4.21158 1.58254
C -1.37689 -3.76300 0.45643
C -2.39333 -4.53056 -0.23416
N -2.82488 -5.72613 0.11541
H -3.92840 -2.75723 -3.68462
H -3.16242 -0.49308 -4.43594
H -1.51984 0.73462 -3.01454
H 1.31847 -1.50903 1.91315
H 0.84437 -3.70921 2.99824
H -0.92352 -5.18157 2.00214
I 1.05735 3.73691 0.07168
I 3.04176 5.28840 1.61604
S -0.66518 2.56063 -1.38706
C -2.25550 3.03676 -0.76436
C -2.47455 3.54597 0.51174
C -3.75789 3.89194 0.90674
C -4.83739 3.72837 0.04912
C -4.62398 3.22040 -1.22402
C -3.33926 2.88671 -1.63101
H -1.64615 3.64623 1.19715
H -3.91510 4.27753 1.90686
H -5.83791 3.99200 0.37128
H -5.45503 3.08951 -1.90764
H -3.16812 2.51389 -2.63365
Cl -1.32088 0.67379 1.65130
*
```

No. 4
C23H12BrF5MnN4O2S | wB97M-V/def2-TZVPD

Values from the calculation:
* maximum force: 1.22 eV/A
* LUMO energy (alpha / beta): -1.2 / -1.1 eV
* calculated total energy: -159885.4480 eV
* HOMO (alpha / beta): -4.593 / -8.455 eV

Geometry as ORCA input:
```
! RIJCOSX wB97M-V def2-TZVPD def2/J DEFGRID3
* xyz 0 6
Mn 0.74121 -0.25632 -0.02889
O 4.53771 -0.49852 -1.41669
C 3.33621 -0.40922 -1.24039
N 2.65961 -0.35172 -0.02729
C 3.33201 -0.41212 1.18671
O 4.53361 -0.49532 1.36671
C 2.34281 -0.39682 2.29381
C 2.71451 -0.42622 3.64131
C 1.73531 -0.44622 4.60871
C 0.39071 -0.43212 4.21001
C 0.09471 -0.38832 2.86371
N 1.03401 -0.37452 1.91761
C 2.34731 -0.38832 -2.34759
C 2.70901 -0.42472 -3.69769
C 1.72181 -0.44762 -4.65719
C 0.37921 -0.43722 -4.24989
C 0.09231 -0.38752 -2.90209
N 1.04031 -0.36222 -1.96509
H 3.76761 -0.43982 3.87841
H 1.99031 -0.47132 5.65771
H -0.40759 -0.46502 4.93191
H -0.93419 -0.36452 2.51521
H 3.76011 -0.44032 -3.94409
H 1.96961 -0.47352 -5.70779
H -0.42359 -0.47572 -4.96669
H -0.93289 -0.36852 -2.53999
Br -4.44989 -3.04802 0.69871
C -2.60919 -3.20002 0.26061
C -2.05629 -4.45382 -0.00109
C -0.69319 -4.48972 -0.28859
C 0.03631 -3.32152 -0.29789
N -0.50879 -2.10712 -0.05679
C -1.82739 -2.06592 0.21301
H -2.66199 -5.34502 0.01941
H -0.21339 -5.43282 -0.49799
H 1.10061 -3.33002 -0.50429
H -2.25799 -1.08692 0.38381
F -3.95549 6.32338 0.13391
C -3.18689 5.23198 0.09681
C -3.76019 3.97468 -0.08089
F -5.08329 3.85508 -0.21559
C -2.95429 2.84978 -0.11679
F -3.51559 1.64468 -0.28359
C -1.56239 2.93068 0.01991
S -0.62809 1.48338 -0.03759
C -1.00579 4.20388 0.19681
F 0.31641 4.33798 0.33391
C -1.80489 5.33858 0.23591
F -1.24989 6.54058 0.40771
*
```

> Among the records above, which one has the lowest calculated total energy?

C23H12BrF5MnN4O2S

> Look up the maximum force of the third one.

0.87 eV/A

> Look up the calculated total energy of the third one.

-121947.2138 eV

> Among the records above, which one has the highest maximum force?

C22H88O22